The following is a DFT calculation (ωB97M-V/def2-TZVPD) of 2 unconnected molecules or ions with the total composition C15H24NO6PS2.

Geometry as XYZ:
```
49
Properties=species:S:1:pos:R:3:forces:R:3:nbo_charge:R:1
C 0.40609 1.85478 -3.81558 -0.58 0.33 1.01 -0.6254
C -1.00647 1.34264 -3.25222 1.54 0.37 -0.32 -0.4067
C -1.01187 1.66931 -1.71759 0.05 -1.27 0.16 -0.0914
O -2.12625 1.14024 -0.98945 2.20 -2.09 -4.00 -0.8861
S -2.70775 2.26703 0.34900 -2.17 2.50 3.81 0.5327
C -1.80288 1.98075 1.95353 0.10 0.38 0.10 -0.5422
C -0.43397 1.26980 1.65580 0.48 -0.56 -0.44 -0.5613
C 0.31250 0.74139 2.92130 -1.05 0.13 0.10 0.7220
O -0.32727 0.55753 3.94587 0.86 0.32 -0.44 -0.6085
N 1.73703 0.47174 2.90430 -1.43 -0.91 -0.34 -0.6365
C 2.09426 -0.67370 2.08042 1.52 -2.82 -1.09 0.1435
C 1.76843 -0.85710 0.67428 0.39 -0.79 0.08 -0.2399
C 2.12420 -2.05845 -0.10277 0.52 0.48 2.84 -0.1630
C 2.86478 -3.12064 0.56268 -0.70 1.68 0.60 -0.2202
C 3.25650 -2.96453 1.97211 -1.40 1.62 -1.48 -0.2032
C 2.86800 -1.76238 2.72449 -0.23 -0.81 -2.10 -0.2658
C -4.45701 1.88167 0.80879 1.30 0.95 1.35 -0.7106
S -5.07641 0.25405 0.14813 -0.29 -0.27 -0.28 0.0761
C -3.85379 -1.07298 0.52858 0.37 -0.23 0.70 -0.5432
C -3.72072 -2.08388 -0.68139 0.42 0.37 -0.07 -0.6300
H 1.21130 1.46719 -3.12428 -0.66 0.20 -1.06 0.2328
H 0.58376 1.55876 -4.87847 -0.04 0.26 0.91 0.1974
H 0.44303 2.97896 -3.69956 0.00 -1.07 -0.40 0.1858
H -1.82605 1.84672 -3.82560 0.46 -0.52 0.65 0.1830
H -1.01432 0.23139 -3.44435 -0.39 1.09 0.44 0.1969
H -0.87618 2.78371 -1.53232 -0.34 -0.79 -0.28 0.1386
H -0.08247 1.17754 -1.28841 -0.65 0.60 -0.58 0.1463
H -1.61124 3.00203 2.38984 -0.14 -1.12 -0.01 0.2045
H -2.44956 1.33190 2.59663 0.69 0.70 -0.33 0.2235
H 0.28135 1.90722 1.06200 -0.84 -0.52 0.52 0.2379
H -0.67196 0.37106 1.00579 0.34 0.88 0.62 0.2650
H 1.93850 0.20753 3.87829 0.00 0.24 -0.55 0.3809
H 1.20991 -0.06409 0.11684 0.72 -0.78 0.68 0.2234
H 1.80197 -2.11438 -1.17274 0.55 0.04 1.21 0.2359
H 3.10975 -4.02759 -0.04552 -0.01 0.94 0.88 0.2169
H 3.84906 -3.78954 2.43000 -0.56 0.96 -0.20 0.2046
H 3.20298 -1.72795 3.78847 -0.47 0.29 -0.95 0.1979
H -4.53646 1.91908 1.93623 0.12 -0.30 -1.16 0.2087
H -5.12428 2.71278 0.43990 0.56 -1.20 -0.05 0.2282
H -2.84219 -0.63461 0.77391 -1.11 -0.11 -0.54 0.2362
H -4.18840 -1.58103 1.48055 0.27 0.34 -1.10 0.1965
H -2.61895 -2.21797 -0.87903 -1.11 -0.03 0.12 0.2232
H -4.18675 -3.08550 -0.47891 0.37 0.96 -0.09 0.1902
H -4.16384 -1.65499 -1.62421 0.41 -0.39 1.05 0.2247
O 5.71568 -0.78323 -0.19573 -0.47 -0.16 -0.06 -0.9160
P 5.53140 -0.68646 -1.71648 0.13 -0.09 -0.12 2.4111
O 4.32245 0.21144 -2.02123 0.27 0.25 0.27 -0.9162
O 5.28248 -2.08424 -2.30171 0.31 -0.05 0.26 -0.9501
O 6.80162 -0.09299 -2.34015 -0.32 0.00 -0.34 -0.9479
```
Positions in Å, forces in eV/Å.

## Properties
Frontier orbital gap   1.6 eV
Charge   -2

=====

The following is a DFT calculation (ωB97M-V/def2-TZVPD) of C15H24O9S in the gas phase.

Geometry as XYZ:
```
49
Properties=species:S:1:pos:R:3:forces:R:3:nbo_charge:R:1
C 0.41595 4.10655 -1.47235 0.86 -1.88 1.09 -0.7322
S -0.02056 4.34085 0.27912 0.36 0.50 0.17 0.1698
C -0.43641 2.65833 0.79377 1.88 -0.02 -3.70 -0.1795
O 0.58074 1.84969 0.09634 -0.89 -1.32 -0.72 -0.5685
C 0.42527 0.41098 -0.13644 -1.69 -0.52 1.99 0.2358
C 1.51576 -0.17719 -1.08643 -0.71 -0.48 1.06 -0.0964
O 2.79061 -0.25082 -0.45664 -0.21 -0.78 0.89 -0.5167
C 3.55795 0.83374 -0.34182 2.34 1.16 0.46 0.8112
C 4.72902 0.68290 0.68836 -0.87 2.00 -1.88 -0.7133
O 3.49588 1.86148 -0.96936 -0.98 -0.72 -0.25 -0.5900
C 0.64643 -0.25110 1.31871 -1.03 0.13 -1.18 -0.1094
O -0.47339 -0.06908 2.28888 1.49 2.38 -2.41 -0.5045
C -0.66933 -0.99011 3.15951 -3.08 -3.28 1.85 0.8035
C -1.87129 -0.95937 4.12818 0.48 2.81 -0.98 -0.6901
O -0.19670 -2.08570 3.16221 2.71 -1.29 -0.67 -0.6201
C -1.05367 -0.01578 -0.66729 -0.27 -1.16 0.46 0.0582
C -1.31096 -1.58828 -0.96572 1.27 -0.50 -0.62 -0.1164
O -1.22096 -2.26122 0.33387 -1.11 -0.74 -0.04 -0.5526
C -1.21704 -3.63271 0.22894 -0.54 -2.36 -0.36 0.8083
C -1.75725 -4.57307 1.36462 0.67 1.62 -0.24 -0.7065
O -0.87964 -4.25629 -0.75707 0.21 1.62 -0.08 -0.5938
O -1.53060 0.83616 -1.74446 0.41 -0.34 0.23 -0.5059
C -1.34995 0.46630 -3.00551 2.31 -1.40 -3.91 0.8028
C -1.60697 1.57996 -4.07039 -3.24 -2.17 1.10 -0.6956
O -0.92737 -0.62590 -3.43867 -1.14 2.31 2.06 -0.6147
H 1.30564 3.44828 -1.58721 -0.81 0.00 0.37 0.2489
H 0.81582 5.01947 -1.80176 -0.29 1.59 -0.63 0.2301
H -0.43222 3.69263 -1.99170 -0.14 0.26 -0.51 0.2052
H -1.44173 2.49642 0.51281 -0.99 -0.85 -0.57 0.1833
H -0.31338 2.56571 1.79804 0.31 -0.14 2.99 0.1948
H 1.66229 0.39562 -1.94026 -0.28 1.33 -1.67 0.2182
H 1.21330 -1.20691 -1.42383 0.52 1.02 0.70 0.2270
H 5.66213 0.44579 0.17187 -0.29 -0.60 0.19 0.2434
H 4.43869 0.11033 1.50788 0.00 -1.46 1.20 0.2191
H 4.88448 1.71263 1.03825 -0.10 -0.25 -0.02 0.2376
H 1.53199 0.16295 1.69711 0.85 1.51 0.88 0.2025
H 0.98508 -1.25039 1.25330 -0.73 -1.52 -0.16 0.2284
H -2.70982 -0.48545 3.63499 -0.21 0.79 0.16 0.2145
H -2.22097 -1.93505 4.29801 0.27 -1.35 0.40 0.2344
H -1.57254 -0.44401 5.04126 -0.40 -0.01 0.04 0.2296
H -1.77884 0.20799 0.13767 0.58 -0.01 -0.25 0.2200
H -2.32859 -1.79252 -1.47313 1.56 0.58 0.99 0.2210
H -0.51443 -2.13677 -1.56900 -1.31 1.29 0.39 0.2393
H -1.02613 -4.55063 2.15634 0.22 0.13 0.54 0.2470
H -2.68874 -4.16501 1.77195 0.04 -0.45 -0.13 0.2250
H -1.76584 -5.61331 0.98280 -0.43 0.96 0.02 0.2458
H -1.22597 1.39372 -5.06375 0.40 -0.51 0.19 0.2457
H -1.35449 2.53096 -3.72707 0.34 1.56 0.62 0.2230
H -2.76125 1.50721 -4.15492 1.63 0.56 -0.06 0.2328
```
Positions in Å, forces in eV/Å.

## Properties
Frontier orbital gap   9.2 eV

=====

The following is a DFT calculation (ωB97M-V/def2-TZVPD) of 3 unconnected molecules or ions with the total composition C15H25BrO6PS.

Geometry as XYZ:
```
49
Properties=species:S:1:pos:R:3:forces:R:3:nbo_charge:R:1
O -0.84924 1.39577 -3.04963 -1.91 -1.33 -0.06 -0.9458
P -0.85954 0.02434 -3.91297 2.77 0.50 -1.46 0.9903
Br -2.21660 0.34032 -5.66829 -0.27 -0.20 0.98 -0.1474
S -1.76067 -1.54836 -2.63557 -1.22 0.35 1.14 0.1384
C -2.90329 -2.54232 -3.73762 -1.17 -0.39 -0.74 -0.1308
O -3.21755 -3.75563 -3.18741 0.82 0.37 -0.16 -0.4579
C -2.20432 -4.71904 -3.26213 0.17 -0.61 0.12 0.2324
C -2.32800 -5.78350 -2.39627 -1.18 0.18 0.87 -0.2461
C -1.42863 -6.81318 -2.39229 0.50 -0.75 0.05 -0.1720
C -0.35504 -6.80740 -3.27190 -0.08 -0.26 0.37 -0.2004
C -0.22419 -5.73950 -4.12510 0.91 -0.34 -0.44 -0.2002
C -1.13235 -4.70356 -4.13173 -0.28 1.11 -0.56 -0.2642
H -1.72254 1.52722 -2.63369 0.25 0.72 0.08 0.5106
H -0.69282 -2.30578 -2.24644 0.14 0.18 -0.68 0.2793
H -3.82730 -1.95219 -3.76604 0.34 0.10 0.31 0.2454
H -2.54422 -2.58069 -4.77168 0.42 -0.02 0.35 0.2195
H -3.16339 -5.80347 -1.69806 0.10 0.08 -0.18 0.2366
H -1.55350 -7.64447 -1.70420 -0.05 0.18 -0.06 0.2321
H 0.36416 -7.61997 -3.26640 -0.09 0.14 -0.06 0.2329
H 0.62485 -5.72771 -4.80501 -0.23 0.17 0.03 0.2293
H -0.99188 -3.89759 -4.84866 0.03 -0.13 0.09 0.2049
O 1.28353 -1.46275 -1.09563 -0.23 0.02 0.05 -0.6511
C 1.79851 -0.42480 -0.72584 -0.21 0.13 -0.02 0.8201
O 2.45354 -0.38893 0.42276 0.13 -0.52 -0.08 -0.4808
C 3.24516 0.73467 0.85222 0.07 0.48 0.25 -0.0752
C 2.39496 1.77940 1.54164 -0.12 -0.18 -0.18 -0.6341
C 1.60531 0.83355 -1.52911 0.66 0.00 -0.18 -0.7406
H 3.81780 1.14388 0.01855 -0.11 -0.05 -0.08 0.1779
H 3.97102 0.32987 1.55505 -0.09 -0.23 -0.08 0.2071
H 1.64349 2.19551 0.87233 0.07 0.12 0.01 0.2130
H 3.01391 2.59591 1.90903 -0.04 0.01 0.00 0.2395
H 1.86088 1.33826 2.38323 0.09 0.02 0.05 0.2217
H 0.64948 1.26670 -1.25596 0.04 0.10 0.07 0.2453
H 1.59250 0.54434 -2.57750 -0.12 0.00 0.01 0.2273
H 2.38583 1.58150 -1.41692 -0.07 0.02 0.19 0.2391
O 0.63474 4.09758 2.36239 0.08 0.01 0.07 -0.5974
C 0.34232 4.47241 3.46822 -0.35 -0.09 0.04 0.8074
O 1.24028 4.35192 4.45746 0.38 0.03 -0.16 -0.5045
C 1.07477 4.92970 5.75910 -0.16 -0.01 0.29 -0.0702
C 0.26846 4.02814 6.67017 -0.12 -0.11 -0.12 -0.6372
C -1.04039 4.99108 3.78138 0.07 0.51 0.01 -0.7443
H 0.65423 5.93371 5.68643 -0.06 -0.05 -0.06 0.1790
H 2.08087 5.04479 6.15917 0.06 -0.06 -0.18 0.2034
H -0.74308 3.87583 6.29225 -0.02 0.09 0.05 0.2061
H 0.20175 4.45683 7.67014 0.02 0.00 -0.01 0.2263
H 0.73572 3.04539 6.73858 0.07 0.05 0.05 0.2208
H -1.70032 4.14581 3.97352 0.01 0.00 0.02 0.2448
H -1.40384 5.53886 2.91477 -0.01 -0.19 -0.09 0.2463
H -1.07539 5.67757 4.62367 -0.03 -0.16 0.11 0.2231
```
Positions in Å, forces in eV/Å.

## Properties
Frontier orbital gap   7.8 eV
Charge   +1

=====

Number 1: LUMO level 0.08906 hartree, total energy -2229.65153 Eh, HOMO 0.02842 hartree. Number 2: LUMO level 0.01856 hartree, total energy -1661.22481 Eh, HOMO -0.31870 hartree. Number 3: LUMO level -0.15576 hartree, total energy -4351.31035 Eh, HOMO -0.44251 hartree.